# 1
A single C5H8 molecule at a distorted geometry. Source: the OMol25 dataset; level of theory: the ωB97M-V functional and the def2-TZVPD basis.

As for the orbital gap: 10.62 eV. For the energy above the lowest of the compared OMol25 structures with the same formula, charge and spin, the calculation gives 146.24 kJ/mol. The value obtained for the max |F| is 1.3 eV Å⁻¹. The total energy comes out at -195.23633 hartree. The calculation puts the highest occupied orbital energy at -9.36 eV. As for the SMILES: C=CCC=C.

```
13
Properties=species:S:1:pos:R:3:lowdin_charge:R:1
C 0.23 -1.39 -0.17 -0.19
C 0.80 -1.84 0.94 0.00
C -0.76 -0.27 -0.14 -0.24
C -0.22 1.00 -0.81 -0.19
C -0.09 2.11 -0.10 -0.01
H 0.64 -1.60 -1.15 0.10
H 1.77 -2.32 0.83 0.05
H 0.46 -1.43 1.88 0.06
H -1.70 -0.48 -0.68 0.11
H -1.15 0.07 0.82 0.10
H -0.08 0.96 -1.88 0.10
H -0.06 3.13 -0.48 0.05
H 0.16 2.05 0.96 0.06
```



# 2
A single C3H8O2 molecule at a distorted geometry. Source: the OMol25 dataset; level of theory: the ωB97M-V functional and the def2-TZVPD basis.

As for the orbital gap: 11.00 eV. For the energy above the lowest of the compared OMol25 structures with the same formula, charge and spin, the calculation gives 214.29 kJ/mol. The value obtained for the max |F| is 5.6 eV Å⁻¹. The total energy comes out at -269.51327 hartree. The calculation puts the highest occupied orbital energy at -10.23 eV. As for the SMILES: OCCCO.

```
13
Properties=species:S:1:pos:R:3:lowdin_charge:R:1
C -0.90 -0.07 -1.02 -0.24
O -0.76 -0.60 -2.39 -0.14
C 0.23 -0.57 -0.03 -0.16
C 0.35 0.49 1.03 -0.23
O 0.55 0.07 2.45 -0.09
H -0.81 1.04 -1.22 0.12
H -1.91 -0.28 -0.56 0.13
H 0.12 -0.10 -2.63 0.13
H -0.21 -1.39 0.51 0.11
H 1.08 -0.90 -0.62 0.11
H 1.27 0.92 0.69 0.11
H -0.46 1.07 1.03 0.07
H 1.45 0.32 2.76 0.08
```



# 3
A molecular structure, C21H14Br2MoN4O2. Source: the OMol25 dataset; level of theory: the ωB97M-V functional and the def2-TZVPD basis.

As for the orbital gap (spin up / spin down): 6.09 / 6.67 eV. As for the net charge: +2. The value obtained for the max |F| is 0.3 eV Å⁻¹. The total energy comes out at -6393.92568 hartree. Its spin multiplicity is 3. The calculation puts the highest occupied orbital energy (spin up / spin down) at -14.55 / -14.58 eV.

```
44
Properties=species:S:1:pos:R:3:lowdin_spin:R:1
Mo 0.47 0.64 -0.06 1.85
O 4.39 1.07 -1.18 0.01
C 3.22 0.84 -1.15 0.01
N 2.46 0.69 0.02 0.02
C 3.21 0.77 1.27 0.01
C 2.22 0.81 2.39 0.02
C 2.57 0.92 3.72 0.00
C 1.58 0.96 4.68 0.02
C 0.24 0.89 4.30 0.00
C -0.05 0.78 2.96 0.01
N 0.92 0.74 2.02 0.01
C 2.37 0.67 -2.37 0.02
C 2.89 0.72 -3.65 0.00
C 2.01 0.57 -4.71 0.02
C 0.65 0.37 -4.46 0.00
C 0.21 0.34 -3.15 0.01
N 1.06 0.49 -2.13 0.01
H 3.86 1.65 1.28 0.00
H 3.86 -0.10 1.38 0.00
H 3.62 0.98 3.99 0.00
H 1.84 1.05 5.73 0.00
H -0.56 0.92 5.02 0.00
H -1.07 0.72 2.60 0.00
H 3.95 0.88 -3.78 0.00
H 2.37 0.60 -5.73 0.00
H -0.06 0.25 -5.27 0.00
H -0.84 0.21 -2.91 0.00
Br -4.04 2.92 -0.53 -0.01
C -3.68 1.12 -0.32 -0.02
C -4.75 0.18 -0.27 0.00
C -4.51 -1.16 -0.13 -0.02
Br -5.96 -2.35 -0.08 -0.01
C -3.18 -1.66 -0.01 0.00
C -2.79 -3.00 0.14 0.02
C -1.46 -3.33 0.24 0.00
C -0.49 -2.33 0.18 0.02
N -0.82 -1.05 0.04 0.02
C -2.15 -0.71 -0.06 0.01
C -2.39 0.66 -0.21 0.01
O -1.27 1.43 -0.24 -0.01
H -5.76 0.54 -0.36 0.00
H -3.55 -3.78 0.18 0.00
H -1.14 -4.36 0.35 0.00
H 0.56 -2.56 0.25 0.00
```



# 4
A molecular structure, C23H7Cl68FO3 at a distorted geometry. Source: the OMol25 dataset; level of theory: the ωB97M-V functional and the def2-TZVPD basis.

As for the orbital gap: 10.40 eV. The value obtained for the max |F| is 5.9 eV Å⁻¹. The total energy comes out at -32498.90946 hartree. The calculation puts the highest occupied orbital energy at -10.56 eV.

```
102
Properties=species:S:1:pos:R:3:lowdin_charge:R:1
O 3.62 0.80 -4.02 0.02
C 2.56 0.21 -3.72 -0.48
F 2.24 -0.11 -2.36 -0.03
C 1.47 -0.24 -4.84 -0.04
C -0.01 -0.27 -4.23 -0.24
C -0.74 -1.72 -4.08 -0.13
O -2.20 -1.53 -4.28 -0.20
C -2.42 -0.09 -4.30 -0.34
O -3.30 0.59 -3.74 0.05
C -1.15 0.37 -5.22 -0.04
H 1.47 0.59 -5.65 0.14
H 1.78 -1.26 -5.26 0.13
H -0.18 0.36 -3.29 0.16
H -0.41 -2.53 -4.84 0.15
H -0.62 -2.00 -2.97 0.09
H -0.98 1.51 -5.26 0.13
H -1.30 -0.13 -6.24 0.14
C -5.29 2.89 -1.40 -1.97
Cl -4.58 4.06 -2.53 0.49
Cl -6.26 1.71 -2.31 0.54
Cl -4.00 2.04 -0.53 0.48
Cl -6.34 3.74 -0.24 0.50
C 5.02 -3.17 -3.14 -1.96
Cl 4.18 -4.31 -2.06 0.52
Cl 4.02 -1.72 -3.38 0.71
Cl 6.57 -2.70 -2.40 0.51
Cl 5.32 -3.95 -4.70 0.52
C -3.55 7.17 -5.40 -1.98
Cl -2.98 6.53 -6.96 0.52
Cl -2.91 8.81 -5.16 0.47
Cl -5.33 7.23 -5.41 0.48
Cl -3.00 6.12 -4.08 0.49
C 10.40 -0.85 -1.79 -2.01
Cl 9.21 -1.65 -0.74 0.47
Cl 11.30 -2.09 -2.70 0.52
Cl 9.56 0.23 -2.92 0.52
Cl 11.53 0.09 -0.79 0.51
C 9.49 -0.23 3.00 -2.00
Cl 10.19 -1.83 2.64 0.49
Cl 10.61 1.04 2.47 0.51
Cl 7.94 -0.05 2.14 0.51
Cl 9.22 -0.09 4.74 0.48
C 7.10 -3.52 6.61 -2.00
Cl 7.97 -2.70 7.93 0.50
Cl 5.38 -3.08 6.67 0.48
Cl 7.78 -3.01 5.05 0.48
Cl 7.27 -5.28 6.78 0.51
C 4.42 0.90 5.56 -2.02
Cl 5.15 2.08 4.45 0.51
Cl 3.47 -0.28 4.63 0.51
Cl 5.71 0.05 6.45 0.48
Cl 3.36 1.74 6.71 0.52
C 4.41 -6.18 9.95 -2.01
Cl 5.11 -7.77 9.58 0.52
Cl 5.53 -4.90 9.43 0.48
Cl 2.87 -6.00 9.09 0.52
Cl 4.14 -6.05 11.70 0.52
C -8.97 6.31 -7.77 -2.02
Cl -7.89 5.39 -8.84 0.52
Cl -9.45 7.83 -8.57 0.52
Cl -10.42 5.35 -7.42 0.52
Cl -8.13 6.69 -6.26 0.48
C -2.53 -3.93 -1.27 -2.00
Cl -3.37 -5.06 -0.19 0.49
Cl -3.55 -2.50 -1.53 0.56
Cl -0.99 -3.44 -0.53 0.53
Cl -2.22 -4.73 -2.83 0.53
C -3.68 -9.00 1.44 -2.01
Cl -4.52 -10.13 2.52 0.49
Cl -4.70 -7.57 1.18 0.49
Cl -2.14 -8.51 2.17 0.52
Cl -3.37 -9.80 -0.12 0.52
C -4.22 4.10 3.42 -1.99
Cl -5.07 2.97 4.51 0.52
Cl -5.21 5.56 3.20 0.48
Cl -2.66 4.55 4.13 0.51
Cl -3.96 3.32 1.85 0.44
C -5.51 -2.06 -6.76 -2.03
Cl -4.39 -2.99 -5.76 0.54
Cl -6.65 -3.17 -7.57 0.52
Cl -6.40 -0.93 -5.74 0.52
Cl -4.60 -1.16 -7.99 0.51
C 12.03 -1.72 7.03 -2.01
Cl 13.16 -2.68 8.02 0.52
Cl 10.88 -2.81 6.23 0.47
Cl 11.14 -0.59 8.08 0.51
Cl 12.94 -0.81 5.81 0.52
C -6.99 -9.93 6.25 -2.02
Cl -5.86 -10.87 7.25 0.51
Cl -8.13 -11.04 5.45 0.51
Cl -7.89 -8.79 7.28 0.51
Cl -6.08 -9.03 5.02 0.48
C -3.39 12.40 -3.51 -2.01
Cl -2.31 11.47 -4.58 0.47
Cl -3.86 13.91 -4.32 0.52
Cl -4.84 11.44 -3.16 0.52
Cl -2.54 12.77 -2.00 0.52
C -8.70 7.92 2.64 -2.02
Cl -9.88 7.14 3.71 0.52
Cl -7.83 6.68 1.71 0.48
Cl -9.54 9.02 1.53 0.52
Cl -7.54 8.84 3.62 0.51
```